# 1
Molecular formula: C25H22N2O6S
Method: DFT, ωB97M-V with the def2-TZVPD basis set

The value obtained for the energy above the lowest of the compared OMol25 structures with the same formula, charge and spin is 0.903 eV. As for the SMILES: CCOC(=O)c1cc2c(c(CSc3nc4ccccc4c(=O)n3Cc3ccco3)c1)OCOC2. The value obtained for the orbital gap is 8.68 eV. As for the net charge: 0. The calculation puts the HOMO energy at -8.23 eV.

Atoms and positions in Å:
S (-0.36664, -2.69327, -0.99549)
O (-1.28902, -2.45952, 1.75185)
O (2.56839, 2.29305, 3.46142)
O (-3.38269, 1.02506, -2.16807)
O (-2.59449, -3.75505, -3.20351)
O (-2.44721, -1.78753, 3.65770)
O (3.71766, 1.31159, 1.79958)
N (0.28618, -0.16555, -0.94938)
N (-1.90481, -0.62696, -1.66973)
C (1.66064, 0.36286, 2.41087)
C (2.67160, 1.42331, 2.63049)
C (-0.43088, 3.91502, -1.17319)
C (-2.88803, -1.63397, -2.02881)
C (4.73888, 2.30207, 1.91493)
C (-1.21143, 1.66139, -1.44459)
C (4.38450, 3.56082, 1.13583)
C (-2.45312, -2.41499, -3.22508)
C (0.81535, 3.43119, -0.77300)
C (0.04332, 1.17480, -1.03823)
C (-2.53926, -2.17841, 2.33531)
C (0.85719, -1.59241, 1.24611)
C (-0.66059, -0.98394, -1.23427)
C (1.05812, 2.07937, -0.70531)
C (-1.43688, 3.03849, -1.50828)
C (1.02974, -2.63331, 0.19133)
C (-1.68359, -3.20194, -5.15475)
C (-2.26580, 0.72192, -1.80017)
C (-0.32208, -1.53245, 2.00154)
C (0.49258, 0.40242, 3.16441)
C (-1.76786, -0.54949, 3.77726)
C (-0.49691, -0.54198, 2.96990)
C (-2.12939, -4.22146, -4.37368)
C (-1.89566, -2.01906, -4.40581)
C (1.83789, -0.64261, 1.46527)
H (2.01323, 1.68757, -0.39556)
H (5.63882, 1.83044, 1.51450)
H (1.94281, -2.46153, -0.37509)
H (1.59664, 4.13045, -0.51342)
H (4.88172, 2.54220, 2.97360)
H (1.02990, -3.63826, 0.61593)
H (-3.04767, -1.40140, 1.72973)
H (-1.26092, -3.27438, -6.13544)
H (-0.60236, 4.97968, -1.21963)
H (2.74310, -0.66805, 0.88076)
H (0.36801, 1.18347, 3.89878)
H (-2.17152, -5.28058, -4.53076)
H (3.48515, 4.00868, 1.55169)
H (-3.81494, -1.08414, -2.23158)
H (5.19971, 4.27509, 1.20798)
H (-2.40991, 3.38354, -1.82391)
H (-3.04067, -2.32413, -1.19274)
H (-3.10805, -3.11084, 2.30310)
H (-1.55458, -0.42627, 4.84084)
H (-1.66989, -1.01514, -4.70298)
H (-2.42733, 0.27282, 3.45290)
H (4.21306, 3.32128, 0.08886)

Here are the Mulliken charges for atoms 1 to 8, given in e: atom 1 (S): -0.11, atom 2 (O): -0.45, atom 3 (O): -0.65, atom 4 (O): -0.73, atom 5 (O): -0.33, atom 6 (O): -0.45, atom 7 (O): -0.30, atom 8 (N): -0.44

# 2
Molecular formula: C25H23BF4KN4O2
Method: DFT, ωB97M-V with the def2-TZVPD basis set

The value obtained for the energy above the lowest of the compared OMol25 structures with the same formula, charge and spin is 0.000 eV. The value obtained for the orbital gap is 6.42 eV. As for the net charge: -1. The calculation puts the HOMO energy at -4.13 eV.

Atoms and positions in Å:
K (-2.51055, 2.75940, -0.57847)
F (-3.91907, 3.03476, -2.74193)
F (-2.33767, 4.43672, -3.65324)
F (-3.61260, 3.08408, -5.01815)
F (-1.97931, 2.17774, -3.62033)
O (6.27768, -7.26428, -0.02990)
O (-0.33946, 2.40728, 0.70431)
N (2.33246, -2.39356, 0.20294)
N (-1.79895, 0.09932, 0.16047)
N (3.58466, -2.40227, 0.30438)
N (-2.57675, 5.52294, 0.36620)
C (1.68146, 1.22089, 0.64802)
C (-5.14581, 3.71852, 1.59630)
C (-5.71969, 3.28710, 0.40804)
C (-5.81191, 1.92757, 0.13365)
C (-4.75274, 1.43231, 2.23705)
C (4.16708, -3.68567, 0.20729)
C (0.26162, 1.31742, 0.56011)
C (-1.82699, -2.26659, -0.17981)
C (6.23752, -4.92874, 0.12712)
C (5.52527, -6.11984, 0.04079)
C (2.36332, 0.03786, 0.53045)
C (-0.36666, 6.42153, -0.68065)
C (-5.33901, 1.00162, 1.05400)
C (1.70198, -1.17273, 0.30690)
C (-0.45277, 0.05016, 0.29329)
C (-1.59909, 5.95191, -0.05570)
C (0.79480, 6.50236, 0.30813)
C (-2.45115, -1.01451, -0.06883)
C (5.58411, -8.48045, -0.19029)
C (-4.65654, 2.79046, 2.50750)
C (0.27671, -1.15976, 0.18109)
C (4.13648, -6.09579, 0.04038)
C (5.56278, -3.72654, 0.21236)
C (-0.46763, -2.33589, -0.05667)
C (3.46282, -4.88293, 0.12275)
B (-2.95175, 3.17307, -3.80102)
H (-0.14793, 5.71595, -1.48496)
H (6.34292, -9.25365, -0.28365)
H (0.98567, 5.52501, 0.74921)
H (6.10040, -2.78974, 0.28120)
H (1.69570, 6.83105, -0.20810)
H (-2.42328, -3.14946, -0.37062)
H (3.44157, 0.02590, 0.61579)
H (4.96408, -8.47328, -1.09157)
H (2.38273, -4.85982, 0.12469)
H (-4.18059, 3.12798, 3.41943)
H (-3.52756, -0.93820, -0.18799)
H (-6.23044, 1.59694, -0.80818)
H (4.95156, -8.70055, 0.67517)
H (-0.57255, 7.38394, -1.15047)
H (0.58109, 7.20712, 1.11112)
H (-6.05556, 4.00582, -0.32820)
H (-4.35202, 0.70938, 2.93600)
H (-5.40950, -0.05741, 0.84194)
H (7.31944, -4.96804, 0.12641)
H (3.56529, -7.01185, -0.01959)
H (-5.04212, 4.77675, 1.79188)
H (0.05969, -3.27525, -0.14452)
H (2.21672, 2.14590, 0.82648)

Here are the Mulliken charges for atoms 1 to 8, given in e: atom 1 (K): 0.92, atom 2 (F): -0.28, atom 3 (F): -0.39, atom 4 (F): -0.35, atom 5 (F): -0.38, atom 6 (O): -0.44, atom 7 (O): -0.89, atom 8 (N): 0.18

# 3
Molecular formula: C25H23F26N2O5
Method: DFT, ωB97M-V with the def2-TZVPD basis set

The value obtained for the orbital gap is 7.62 eV. As for the net charge: +1. The calculation puts the HOMO energy at -13.41 eV.

Atoms and positions in Å:
F (2.48070, -4.51053, -5.68532)
F (1.13630, 3.15358, -0.70197)
F (3.99430, -2.26694, -6.14699)
F (5.74620, 2.41087, 3.00555)
F (-2.83008, 7.86322, -0.12967)
F (-8.41196, -2.29029, -1.49259)
F (2.50044, -4.15826, -3.55319)
F (-1.63556, 4.36319, 1.14173)
F (4.69763, -4.89947, -2.48540)
F (4.99754, -3.73955, -4.91081)
F (3.13928, -2.54380, -1.78720)
F (-3.05762, 5.26168, -0.97300)
F (0.71434, 5.23670, -0.33049)
F (-7.49501, -2.85968, 0.39089)
F (-5.07274, -5.75976, 1.29451)
F (4.22442, -4.66752, -0.37990)
F (2.45270, 2.58958, 4.40827)
F (-5.96829, -4.72924, -0.37970)
F (4.81529, -1.91043, -0.58109)
F (-3.20757, -3.76804, 1.62133)
F (-6.14798, -0.70987, -2.08147)
F (-5.72812, -2.81691, -1.92060)
F (-1.07056, 6.75776, 0.46549)
F (-5.25450, -3.08138, 1.86116)
F (0.27709, 3.70442, 1.93590)
F (-2.83275, 6.67388, -2.60457)
O (-0.72498, 3.99930, -1.54370)
O (-5.10998, -1.41784, -0.26424)
O (5.11495, -2.08328, -2.76542)
O (-1.40924, 0.15349, 1.19892)
O (-0.12103, -1.51468, 0.20619)
N (-2.95264, 2.01826, 2.28191)
N (3.77761, 0.95242, 3.01962)
C (-4.82669, -4.84725, 0.31972)
C (1.15545, 1.16617, 2.77621)
C (-0.56516, 3.59328, 0.87009)
C (3.97995, -2.84632, -4.91117)
C (2.62889, -3.54450, -4.74493)
C (-6.11398, -1.74192, -1.20759)
C (-1.88528, -0.24449, 2.52106)
C (-2.93115, 0.89100, 2.98099)
C (0.13433, 4.02569, -0.42359)
C (4.91838, -4.11992, -1.40914)
C (5.05277, 1.38195, 3.72330)
C (-4.36822, -3.52462, 0.93709)
C (-1.73971, 7.21357, -0.61039)
C (3.78684, -0.07790, 1.97722)
C (5.99332, 0.08213, 4.00590)
C (1.13928, 0.06028, 1.69083)
C (-4.06875, -2.38251, -0.05629)
C (2.52623, 1.58299, 3.42391)
C (2.49458, -0.57266, 1.25903)
C (-1.02513, 5.25533, -2.17362)
C (4.29337, -1.73120, -3.89140)
C (-2.16688, 6.09504, -1.56273)
C (4.47431, -2.67258, -1.65456)
C (-7.49800, -1.90919, -0.56837)
C (-0.17475, -0.50369, 0.95936)
H (4.70551, 1.72586, 4.77190)
H (2.48028, -1.39487, 0.45774)
H (-3.67951, 2.65185, 2.65773)
H (0.17078, 1.65142, 3.13167)
H (6.35898, -0.41671, 3.04708)
H (-3.65675, -2.74762, -1.00100)
H (6.90317, 0.43707, 4.61591)
H (-0.90704, 2.55691, 0.80249)
H (-2.33477, -1.29292, 2.46345)
H (-1.11395, 7.95036, -1.12187)
H (-7.83278, -0.97390, -0.11280)
H (-3.25596, -1.80050, 0.38887)
H (-1.06888, -0.27293, 3.33005)
H (-1.36375, 4.97071, -3.17425)
H (-4.05814, -5.26370, -0.33770)
H (3.39673, -1.18606, -3.58410)
H (5.98482, -4.16635, -1.17415)
H (4.89273, -0.99119, -4.42995)
H (4.76341, -0.58709, 1.63513)
H (-0.12237, 5.84698, -2.34809)
H (1.80210, -2.83815, -4.86255)
H (5.34024, -0.61618, 4.65561)
H (-3.65710, 0.71742, 3.84377)

Here are the Mulliken charges for atoms 1 to 8, given in e: atom 1 (F): -0.28, atom 2 (F): -0.27, atom 3 (F): -0.32, atom 4 (F): -0.31, atom 5 (F): -0.27, atom 6 (F): -0.26, atom 7 (F): -0.21, atom 8 (F): -0.24

# 4
Molecular formula: C25H23IrNO9S5Te
Method: DFT, ωB97M-V with the def2-TZVPD basis set

As for the spin multiplicity: 6. The value obtained for the orbital gap (spin up / spin down) is 6.02 / 5.67 eV. As for the net charge: -2. The calculation puts the HOMO energy (spin up / spin down) at -2.26 / -3.29 eV.

Atoms and positions in Å:
Ir (1.45072, 1.40626, 0.72857)
Te (-1.42568, -0.65165, -0.71132)
S (-0.42464, -1.96760, -5.36347)
S (0.49930, -0.93191, -2.74010)
S (2.46077, 3.60969, 0.33666)
S (5.36451, 4.62408, 3.05480)
S (-1.22731, 1.56904, 1.49006)
O (-0.52644, 0.51727, -4.71327)
O (5.15896, -0.67945, 0.56068)
O (-2.57612, 1.07580, 1.19126)
O (6.58322, 3.87639, 3.18546)
O (-1.23072, 2.58037, 2.52868)
O (3.30991, 0.54315, 0.58287)
O (-0.59597, 2.09825, 0.19546)
O (5.44439, 6.03359, 3.34869)
O (-0.30468, 0.41756, 1.84377)
N (4.66529, 4.39878, 1.58315)
C (3.91076, 3.73917, 5.36268)
C (4.04532, 3.92120, 4.00371)
C (-1.92683, -3.61743, -2.05801)
C (1.12516, -3.11456, 1.11492)
C (3.16877, -1.83325, 1.04440)
C (1.79713, 3.20573, 3.58257)
C (2.68981, 3.26932, 5.83374)
C (-4.06552, -0.46068, -2.25805)
C (-5.17178, -0.96207, -2.93102)
C (1.80023, -4.16931, 1.70968)
C (-0.16534, -0.71181, -4.30347)
C (-5.25527, -2.29604, -3.30856)
C (3.16055, -4.05594, 1.97296)
C (3.02579, 3.63717, 3.11200)
C (-4.01646, 1.00265, -1.89713)
C (-0.37214, 1.62601, -3.82068)
C (-4.18769, -3.12955, -3.01167)
C (1.64142, 3.02343, 4.95297)
C (-3.00688, -1.32438, -1.94821)
C (3.95318, -0.58058, 0.69712)
C (-3.06085, -2.66862, -2.33844)
C (1.81370, -1.95851, 0.77648)
C (3.47324, 3.89427, 1.69844)
C (3.84079, -2.89477, 1.64221)
C (-6.47429, -2.81766, -4.02360)
H (4.90053, -2.78873, 1.83236)
H (-1.68841, -3.63312, -0.99072)
H (0.67906, 2.68846, 5.31798)
H (2.54731, 3.11748, 6.89678)
H (-1.02755, -3.29745, -2.58952)
H (3.68848, -4.87878, 2.44088)
H (-1.06794, 1.55354, -2.98513)
H (0.06257, -3.18493, 0.91793)
H (1.30039, -1.14449, 0.28134)
H (1.27374, -5.08175, 1.96323)
H (-6.34587, -3.86605, -4.29249)
H (-2.17498, -4.62937, -2.37715)
H (0.94720, 3.04763, 2.93120)
H (-5.98988, -0.28871, -3.16934)
H (-4.22210, -4.16873, -3.32272)
H (-3.44372, 1.55507, -2.64668)
H (-5.02044, 1.42625, -1.86448)
H (-3.54284, 1.16243, -0.92552)
H (-0.58314, 2.51070, -4.41682)
H (0.63738, 1.67846, -3.41564)
H (4.72785, 3.96025, 6.03758)
H (-7.36204, -2.73099, -3.39296)
H (-6.66395, -2.25057, -4.93712)

Here are the Mulliken charges for atoms 1 to 8, given in e: atom 1 (Ir): 1.19, atom 2 (Te): 0.93, atom 3 (S): -0.38, atom 4 (S): -0.19, atom 5 (S): -0.42, atom 6 (S): 1.18, atom 7 (S): 0.72, atom 8 (O): -0.36

# 5
Molecular formula: C25H23N2O2Os
Method: DFT, ωB97M-V with the def2-TZVPD basis set

As for the spin multiplicity: 6. The value obtained for the orbital gap (spin up / spin down) is 7.56 / 6.42 eV. As for the net charge: +2. The calculation puts the HOMO energy (spin up / spin down) at -13.84 / -14.09 eV.

Atoms and positions in Å:
Os (-0.63399, -1.60670, 0.10691)
O (-2.24760, -1.89199, -1.15423)
O (-0.30832, 0.48095, -0.47052)
N (-2.62749, -1.20102, -2.25547)
N (1.59043, -1.95850, -0.47116)
C (-1.40256, -1.46282, 4.04482)
C (4.65929, -2.65891, 2.36350)
C (-2.55667, -1.83388, -3.43665)
C (-1.42524, -1.98960, 2.76310)
C (3.87979, -2.45883, 0.11867)
C (-3.60981, 0.69473, -3.22672)
C (-0.34044, 1.59283, 0.12337)
C (-0.04559, 3.87067, -2.82100)
C (-0.20174, 4.06128, -0.04581)
C (-0.00871, 5.11153, -2.18947)
C (-0.19732, -1.02050, 4.56561)
C (-3.01109, -1.19867, -4.57192)
C (-3.54180, 0.07939, -4.46858)
C (-0.23634, -2.08900, 1.99995)
C (-0.15780, 2.72121, -2.06745)
C (1.01088, -1.74053, 2.58348)
C (2.60739, -2.15130, 0.57966)
C (-0.23759, 2.80692, -0.66940)
C (-0.08549, 5.21028, -0.80646)
C (3.39137, -2.34461, 2.81553)
C (2.32809, -2.05723, 1.94702)
C (4.91336, -2.70584, 1.00316)
C (-0.45987, 1.64256, 1.60639)
C (0.98670, -1.16810, 3.85236)
C (-3.14667, 0.02667, -2.11439)
H (4.05950, -2.51614, -0.94838)
H (-2.31196, -1.39297, 4.62574)
H (1.90691, -0.83058, 4.30872)
H (-0.05183, 6.17746, -0.32594)
H (-2.36614, -2.33574, 2.34827)
H (-2.95704, -1.71829, -5.51714)
H (-0.17628, 1.75365, -2.54952)
H (-1.26763, 2.31020, 1.90590)
H (-4.03568, 1.67975, -3.10474)
H (0.02287, 3.81195, -3.89816)
H (-0.16494, -0.57772, 5.55217)
H (0.46590, 2.05157, 2.01966)
H (-0.25606, 4.14523, 1.03036)
H (3.20747, -2.35477, 3.87945)
H (-3.19205, 0.40137, -1.10366)
H (-2.15107, -2.83362, -3.40126)
H (-3.91283, 0.58535, -5.34900)
H (1.86958, -1.17472, -1.06066)
H (0.08437, 6.01109, -2.78355)
H (-0.62400, 0.65562, 2.03584)
H (1.62682, -2.77796, -1.07664)
H (5.89832, -2.95157, 0.63156)
H (5.44063, -2.88014, 3.07665)

Here are the Mulliken charges for atoms 1 to 8, given in e: atom 1 (Os): 1.89, atom 2 (O): -0.67, atom 3 (O): -0.97, atom 4 (N): 0.48, atom 5 (N): -0.62, atom 6 (C): -0.66, atom 7 (C): -0.87, atom 8 (C): -0.10

# 6
Molecular formula: C25H23N3O4
Method: DFT, ωB97M-V with the def2-TZVPD basis set

The value obtained for the energy above the lowest of the compared OMol25 structures with the same formula, charge and spin is 2.335 eV. As for the SMILES: COc1ccc(CC(=O)Nc2cccc(-c3nnc(-c4ccc(C)cc4)o3)c2)cc1OC. The value obtained for the orbital gap is 8.41 eV. As for the net charge: 0. The calculation puts the HOMO energy at -8.16 eV.

Atoms and positions in Å:
O (-6.96107, 0.37204, 2.48503)
O (-1.31222, -2.92129, -0.73761)
O (3.66934, 0.80283, -0.73432)
O (-6.33423, 0.27496, -0.02077)
N (2.63970, -0.80673, -1.81102)
N (-1.47501, -1.82418, 1.25989)
N (3.71670, -0.46320, -2.52457)
C (4.32253, 0.49271, -1.87959)
C (-4.79151, -1.57153, 0.33756)
C (-4.52827, -2.39978, 2.56749)
C (5.52958, 1.17570, -2.27609)
C (-5.45273, -1.46626, 3.02246)
C (0.81957, 0.79297, 2.39539)
C (7.86551, 2.47693, -3.07415)
C (-0.24579, -0.08440, 2.33274)
C (1.63767, -0.06098, 0.31114)
C (-1.88242, -2.70957, 0.30405)
C (-6.04909, -0.57957, 2.14528)
C (-6.04188, 0.27431, -1.39660)
C (7.22875, 2.82870, -1.89015)
C (2.61705, -0.05287, -0.75128)
C (-3.16753, -3.43139, 0.71312)
C (-5.70845, -0.63356, 0.77227)
C (7.31466, 1.46231, -3.85455)
C (9.11296, 3.17437, -3.51965)
C (-7.36077, 0.46392, 3.82875)
C (6.16143, 0.81511, -3.46721)
C (1.76712, 0.81267, 1.38935)
C (-0.37926, -0.96282, 1.25479)
C (0.56836, -0.95102, 0.23929)
C (6.07237, 2.18880, -1.48901)
C (-4.19582, -2.46548, 1.22803)
H (-4.98310, 0.48054, -1.58475)
H (-2.91383, -4.16660, 1.48016)
H (-6.31510, -0.67630, -1.86617)
H (-4.51640, -1.62899, -0.70347)
H (-4.08314, -3.08539, 3.27452)
H (9.49700, 3.82725, -2.74012)
H (0.48876, -1.61616, -0.60375)
H (-2.08902, -1.72646, 2.05937)
H (0.91001, 1.46592, 3.23491)
H (2.60134, 1.49554, 1.43191)
H (7.80288, 1.18174, -4.77660)
H (-6.51973, 0.71296, 4.48508)
H (-8.09223, 1.26965, 3.86261)
H (5.58494, 2.46888, -0.56701)
H (-7.82880, -0.46360, 4.17553)
H (7.64395, 3.61363, -1.27422)
H (5.72843, 0.02858, -4.06418)
H (9.88173, 2.44998, -3.78301)
H (-0.98589, -0.09370, 3.12099)
H (-3.53401, -3.96443, -0.16522)
H (-5.69814, -1.44660, 4.07217)
H (-6.64559, 1.07314, -1.82408)
H (8.90868, 3.77673, -4.40476)

Here are the Mulliken charges for atoms 1 to 8, given in e: atom 1 (O): -0.42, atom 2 (O): -0.64, atom 3 (O): -0.39, atom 4 (O): -0.44, atom 5 (N): -0.35, atom 6 (N): 0.06, atom 7 (N): -0.54, atom 8 (C): 0.71